Record 1
The following is a quantum chemistry calculation of C49H39CsN8O2P2S3Se2 as an isolated structure, from the Open Molecules 2025 dataset.

Computed properties:
Relative energy (zero: lowest compared OMol25 entry of this formula, charge and spin) = 32.28 kcal/mol
Orbital gap = 5.68 eV
Total charge = -2
Highest occupied orbital energy = -0.0846 hartree
Electronic energy = -249788.527 eV

Element x y z (Å)
C (-5.428, -0.452, 4.940)
C (-4.978, 1.138, 6.697)
C (1.258, -4.290, 3.225)
H (3.890, 2.049, 0.440)
S (-6.840, -2.273, -0.726)
C (-0.583, -5.755, -0.699)
C (0.204, 1.833, -3.561)
C (4.132, 1.338, -2.387)
C (3.108, 0.480, -2.016)
C (5.240, 0.853, -3.079)
H (0.481, 5.617, 0.212)
C (2.005, 2.654, -0.399)
C (-1.829, -5.577, -0.128)
C (1.042, 3.655, -0.445)
H (1.083, -3.247, 1.332)
C (-0.530, -1.789, 6.900)
N (-1.126, 1.933, -3.806)
H (5.501, 4.754, -3.514)
O (-1.228, 2.209, 5.001)
H (-9.147, -1.214, 0.827)
N (-0.922, 1.070, -1.821)
C (1.955, -0.165, -5.219)
C (0.331, 1.280, -2.275)
H (1.742, -5.159, 2.794)
O (-2.357, 1.956, 2.824)
C (-0.024, -2.043, 4.165)
C (2.307, 1.156, -5.472)
P (1.246, 2.500, -4.864)
H (2.435, -1.556, -1.991)
H (-3.949, -0.592, 3.390)
H (4.175, -1.736, -7.241)
H (6.029, 1.535, -3.375)
Se (1.244, -0.319, 0.530)
C (-0.730, -0.869, 4.636)
H (0.390, -3.707, 7.149)
Cs (-1.820, 0.471, 0.905)
H (-10.176, -2.187, 1.921)
H (4.392, -2.421, -3.231)
H (-9.629, -2.846, 0.348)
H (-2.425, -6.428, 0.180)
C (2.623, -1.203, -5.861)
H (-5.269, 1.621, 7.623)
H (-0.735, -1.660, 7.957)
C (-4.241, -0.102, 4.315)
H (0.115, -2.487, -1.090)
H (3.553, 2.459, -6.645)
C (3.329, 1.431, -6.385)
C (4.320, -1.364, -3.000)
C (-0.930, -0.775, 6.006)
H (-6.068, -1.193, 4.482)
H (-3.127, 2.244, 6.495)
Se (0.229, 3.349, -6.514)
H (-1.402, 0.109, 6.409)
H (4.221, 2.884, -4.484)
P (1.637, 1.002, -1.068)
C (-0.425, -3.395, -0.836)
C (2.419, 5.059, 0.944)
C (3.385, 4.057, 0.997)
N (-1.777, 1.467, -2.755)
H (1.127, -4.720, -1.520)
C (5.336, -0.495, -3.387)
C (3.756, 5.905, -3.032)
C (-3.687, -4.187, 0.665)
N (0.264, -2.143, 2.833)
H (4.801, 0.618, -7.710)
C (3.170, 2.854, 0.346)
H (-6.721, -0.113, 6.619)
C (-3.428, 0.870, 4.890)
N (-1.625, -3.207, -0.291)
C (3.653, -0.926, -6.745)
C (2.307, 3.778, -4.111)
C (3.216, -0.880, -2.319)
N (-5.536, -3.284, 1.431)
S (-1.923, 1.339, 4.075)
C (0.870, -3.214, 2.396)
H (4.291, 4.205, 1.572)
H (1.841, 6.814, -2.667)
N (-1.165, 0.034, 3.680)
C (-9.362, -2.215, 1.194)
H (-0.187, -6.752, -0.851)
H (2.579, 5.995, 1.465)
C (2.365, 5.953, -3.065)
C (3.695, 3.741, -4.086)
H (2.332, -2.228, -5.667)
H (0.125, 3.494, -1.000)
C (4.419, 4.801, -3.544)
H (4.318, 6.726, -2.603)
C (-5.794, 0.167, 6.131)
H (1.305, -4.985, 5.243)
H (-4.126, -5.123, 1.010)
C (-2.338, -4.287, 0.057)
S (-7.947, -2.885, 2.076)
H (0.562, 4.936, -3.638)
H (1.144, -0.379, -4.531)
C (1.645, 4.898, -3.599)
C (-3.787, 1.495, 6.076)
H (4.071, 2.388, -2.139)
C (1.247, 4.852, 0.234)
C (0.360, -3.053, 5.080)
C (-6.604, -2.804, 0.873)
C (4.009, 0.396, -7.004)
N (-4.354, -3.111, 0.781)
H (6.198, -0.870, -3.928)
C (1.010, -4.195, 4.559)
C (0.094, -2.919, 6.466)
C (0.145, -4.639, -1.072)

Atoms 1-2, force components in eV/Å:
C 0.00 0.06 -0.03
C -0.01 -0.02 -0.03

Results of the Löwdin charge analysis, in e, for atoms 1 through 4: -0.060, -0.095, -0.063, 0.109

***

Record 2
The following is a quantum chemistry calculation of C49H39GaN2O4P2SSi as an isolated structure, from the Open Molecules 2025 dataset.

Computed properties:
Relative energy (zero: lowest compared OMol25 entry of this formula, charge and spin) = 5.11 kcal/mol
Orbital gap = 7.64 eV
Total charge = 0
Highest occupied orbital energy = -0.2924 hartree
Electronic energy = -152284.249 eV

Element x y z (Å)
C (-2.300, 0.663, -0.301)
H (-4.218, -1.655, -4.906)
O (-2.663, 4.581, -6.986)
C (-2.589, -4.558, -0.396)
C (5.329, 0.775, -1.225)
C (2.167, -2.681, 0.836)
C (0.651, 2.781, -2.323)
H (-0.297, -1.609, 5.234)
H (1.361, -3.214, 0.340)
H (-0.139, 4.014, 2.094)
C (0.311, 3.621, -3.504)
O (-0.156, 1.872, -1.972)
C (0.899, 5.319, -5.106)
C (1.069, -4.723, 4.896)
O (1.726, 2.931, -1.694)
O (-3.244, 3.164, -5.476)
H (-4.700, -3.103, 1.811)
C (4.213, -1.332, 2.126)
H (-1.596, 2.668, -3.791)
S (2.778, -0.061, -1.959)
C (-1.710, -0.878, -2.750)
H (-0.103, 3.823, 0.341)
C (2.890, -1.029, 2.423)
N (3.424, 1.515, 0.004)
H (0.300, 2.512, 6.170)
H (2.142, 4.711, -3.450)
H (2.663, -0.277, 3.170)
C (0.311, 3.446, 1.279)
C (-3.238, -1.341, -4.568)
C (0.216, 1.002, 3.112)
C (-2.249, -2.164, -0.338)
C (1.100, -3.526, 4.201)
C (-0.109, -0.597, 4.902)
H (7.222, 1.464, -0.508)
C (-3.557, 0.961, -0.822)
C (0.049, -5.641, 4.663)
C (0.208, 1.718, 5.439)
C (0.089, -0.335, 3.548)
Ga (1.279, 1.067, -0.625)
C (-4.378, 1.906, -0.226)
C (-2.683, 2.303, 1.414)
H (1.385, 3.653, 1.262)
C (-3.593, -4.446, 0.557)
H (3.717, -3.761, -0.176)
C (-0.942, -5.349, 3.741)
C (5.593, 2.192, 0.694)
C (1.857, -1.712, 1.792)
H (-0.202, 0.195, 6.892)
N (-2.465, 3.954, -5.965)
H (3.731, 2.739, 1.627)
C (1.206, 4.574, -3.976)
H (-4.603, 3.262, 1.428)
H (-0.227, -0.368, -5.764)
H (-1.736, -6.060, 3.552)
C (0.102, -3.220, 3.273)
C (-0.899, 3.412, -4.151)
H (1.843, -4.946, 5.619)
H (0.031, -6.579, 5.203)
C (-0.052, 0.421, 5.844)
P (-1.287, -0.728, -0.964)
H (-2.328, -5.528, -0.800)
C (-2.957, -1.306, -3.211)
H (-2.493, -0.991, -6.550)
C (-3.918, -3.198, 1.067)
C (-1.180, 4.166, -5.272)
H (-3.502, -1.096, 1.041)
C (6.149, 1.472, -0.362)
H (-1.694, -3.906, 2.337)
C (4.513, -2.319, 1.200)
C (4.221, 2.190, 0.832)
H (-1.151, -3.517, -1.596)
H (-3.908, 0.459, -1.714)
C (3.950, 0.809, -1.001)
C (-2.267, -0.977, -5.491)
H (-0.570, 5.677, -6.649)
H (5.013, -0.799, 2.627)
H (1.907, -2.825, 4.379)
H (-5.346, 2.126, -0.657)
C (-1.004, -0.613, -5.051)
C (-0.916, -4.140, 3.053)
H (-2.340, 2.850, 2.288)
C (-0.729, -0.568, -3.690)
H (6.212, 2.734, 1.394)
Si (0.003, 1.580, 1.317)
H (0.263, -0.291, -3.357)
C (-3.956, 2.552, 0.928)
H (0.464, 3.028, 3.781)
H (5.544, -2.564, 0.981)
C (-0.302, 5.116, -5.766)
P (0.083, -1.663, 2.286)
H (5.721, 0.207, -2.057)
C (3.485, -2.992, 0.549)
C (-3.244, -2.064, 0.630)
C (-1.817, 1.393, 0.798)
C (-1.925, -3.425, -0.841)
H (-4.113, -5.330, 0.905)
H (1.599, 6.055, -5.477)
H (-3.713, -1.626, -2.503)
C (0.320, 2.000, 4.084)

Atoms 1-2, force components in eV/Å:
C 0.05 0.02 -0.14
H 0.00 0.00 0.00

Results of the Löwdin charge analysis, in e, for atoms 1 through 4: -0.384, 0.104, 0.074, -0.087

***

Record 3
The following is a quantum chemistry calculation of C49H39N3O2P2S2V as an isolated structure, from the Open Molecules 2025 dataset.

Computed properties:
Orbital gap (alpha / beta) = 4.23 / 4.24 eV
Total charge = +3
Highest occupied orbital energy (alpha / beta) = -0.5356 / -0.5356 hartree
Electronic energy = -125921.654 eV

Element x y z (Å)
S (-1.278, 0.186, 3.995)
C (1.325, -0.755, 3.720)
H (4.903, -1.675, 4.786)
H (2.237, -3.418, -6.323)
H (-5.960, -0.697, -5.866)
H (1.497, 0.691, -5.364)
H (5.765, -0.489, 2.680)
H (-1.747, 0.210, 8.769)
C (-0.993, -2.557, 1.464)
C (-1.059, 0.008, -1.950)
H (3.724, -4.064, -2.221)
P (0.325, 0.253, -0.800)
H (-3.578, 4.216, 0.016)
H (0.150, 2.520, 4.793)
C (3.089, -3.233, -1.937)
C (-4.998, -0.461, -5.428)
H (-0.514, 2.335, 9.018)
H (-3.994, -0.303, -7.319)
C (4.414, 0.464, 1.324)
C (1.084, 2.808, -0.110)
H (-2.070, -0.776, 6.511)
C (-2.514, 0.146, -4.299)
C (1.088, 1.850, -1.129)
C (2.779, -0.869, -1.614)
C (-1.177, -1.173, 1.148)
C (-1.509, 0.142, 6.647)
C (4.731, -0.280, 2.426)
C (2.830, -1.741, 5.292)
C (1.664, -2.667, -5.791)
H (-1.912, 0.576, -1.606)
H (-0.067, -2.592, -0.931)
C (-4.462, 2.249, 0.088)
C (0.961, -2.397, -1.204)
N (-1.874, 1.384, 0.586)
H (-2.319, -4.295, 1.489)
H (1.603, 4.806, 0.492)
C (-4.865, -0.367, -4.056)
O (-2.177, -0.911, 4.033)
C (-2.152, -3.237, 1.335)
H (4.606, -1.755, -2.292)
C (0.573, -3.047, -5.014)
H (2.996, -2.255, 6.231)
H (-4.995, 0.167, 0.261)
C (2.001, -1.328, -5.910)
H (3.182, 0.132, -1.677)
H (0.683, -1.621, 5.571)
H (0.713, 2.554, 0.885)
C (2.149, 4.388, -1.547)
H (-1.809, 0.238, -6.330)
H (2.844, 1.326, 0.161)
H (-1.057, -2.386, -3.796)
C (-2.663, 0.064, -5.682)
C (-3.895, -0.240, -6.242)
C (-2.904, 0.500, 0.546)
H (2.836, -1.030, -6.534)
H (0.443, 3.488, 7.053)
C (-0.251, 2.019, 5.665)
C (-3.629, -0.058, -3.492)
H (2.642, 3.685, -3.514)
C (-0.963, 0.817, 5.552)
C (-0.632, 1.899, 8.034)
C (-3.413, 3.156, 0.161)
H (1.733, 1.425, -3.143)
C (3.076, 0.720, 1.016)
H (1.379, -4.469, -1.540)
C (3.586, -1.937, -1.974)
C (-0.176, -2.083, -4.356)
C (-4.202, 0.905, 0.289)
O (-1.561, 1.294, 3.028)
C (-0.089, 2.554, 6.926)
C (1.521, -1.385, 4.923)
P (-0.843, 0.604, -3.711)
C (0.161, -0.730, -4.458)
H (2.554, 5.379, -1.717)
C (1.775, -3.461, -1.552)
H (-3.558, 0.017, -2.411)
C (1.455, -1.090, -1.231)
H (-1.315, -1.053, -1.911)
C (-2.494, -0.865, 0.807)
C (-2.143, 2.696, 0.417)
H (5.182, 0.868, 0.680)
H (-0.057, -3.013, 1.754)
C (3.892, -1.424, 4.485)
H (-5.725, -0.543, -3.419)
C (1.249, -0.361, -5.245)
C (1.606, 4.072, -0.306)
H (-1.318, 3.383, 0.454)
C (2.384, -0.438, 2.876)
V (-0.232, 0.482, 1.581)
C (2.195, 3.437, -2.559)
C (-1.330, 0.702, 7.898)
H (0.296, -4.093, -4.943)
S (-3.483, -2.234, 0.883)
C (1.670, 2.166, -2.356)
N (0.139, -0.232, 3.190)
C (3.691, -0.738, 3.262)
N (2.051, 0.261, 1.734)
H (-5.470, 2.589, -0.119)

Atoms 1-2, force components in eV/Å:
S 0.17 -0.06 0.24
C -0.58 0.06 0.10

Results of the Löwdin charge analysis, in e, for atoms 1 through 4: 0.756, -0.221, 0.140, 0.117

***

Record 4
The following is a quantum chemistry calculation of C49H40ClF5GeMnN3O4 as an isolated structure, from the Open Molecules 2025 dataset.

Computed properties:
Relative energy (zero: lowest compared OMol25 entry of this formula, charge and spin) = 9.56 kcal/mol
Orbital gap (alpha / beta) = 6.54 / 5.89 eV
Total charge = -1
Highest occupied orbital energy (alpha / beta) = -0.1781 / -0.1560 hartree
Electronic energy = -178071.715 eV
Expectation value of S² = 1.006
Spin multiplicity = 2

Element x y z (Å)
H (-3.500, 2.992, 2.830)
H (5.501, 6.002, 0.791)
C (-0.023, 3.510, -1.765)
C (-2.234, -3.018, 4.355)
C (4.468, 2.592, -3.978)
H (-4.087, 1.091, 4.415)
H (-4.745, -1.893, 1.461)
C (3.183, -6.949, 1.873)
H (-5.348, -0.265, 1.250)
C (-1.207, 3.641, -1.035)
Ge (1.685, 3.126, -0.859)
H (-4.059, 1.694, 0.811)
C (-0.096, 3.602, -3.156)
H (1.682, 0.861, 2.384)
O (3.893, 0.322, 0.230)
H (-3.812, -0.341, -0.539)
H (-1.199, 3.534, 0.044)
C (-2.184, -0.935, -3.276)
H (3.431, -0.625, -3.824)
C (2.399, -4.236, 1.574)
C (-4.024, -0.488, 2.939)
H (0.844, 3.042, 1.450)
C (4.366, 1.248, -4.306)
H (0.744, 6.014, -0.539)
H (-2.196, 1.831, 3.055)
H (3.028, 1.928, 1.919)
C (-1.841, -3.314, 2.024)
C (-3.204, 1.956, 2.660)
C (-1.099, -2.228, 4.395)
H (5.146, 3.237, -4.522)
H (2.108, 0.281, -1.987)
C (-0.690, -2.555, 1.993)
H (0.806, 3.480, -3.746)
H (4.170, 8.082, 0.972)
H (-1.338, 3.902, -4.880)
C (2.728, 0.268, 0.609)
C (-1.078, -2.527, -1.847)
C (0.745, -5.056, -0.129)
C (-4.188, 0.993, 3.330)
C (2.526, 4.825, -0.363)
C (3.454, -4.635, 2.461)
H (-1.314, -5.904, -1.665)
O (1.849, -0.582, 0.199)
C (2.735, 0.953, -2.560)
H (-2.747, -1.496, 0.281)
C (-2.664, -3.382, -3.469)
C (-2.616, -3.561, 3.148)
C (-2.472, 3.970, -3.057)
H (1.697, -7.410, 0.434)
H (-3.382, -3.205, -4.261)
H (-2.933, -5.489, -3.448)
C (-4.451, -0.843, 1.499)
H (0.426, -5.943, -0.678)
N (-0.434, -1.519, -1.191)
C (-0.772, -3.848, -1.423)
O (-1.344, 0.288, 1.323)
N (0.212, -3.915, -0.417)
Mn (0.672, -2.135, 0.442)
C (3.499, 0.431, -3.594)
C (-0.618, -0.287, -1.590)
F (-2.335, -3.874, 0.876)
C (3.711, 7.174, 0.600)
C (-2.406, -4.645, -3.019)
H (4.970, 0.836, -5.106)
C (-2.474, 0.487, 0.949)
C (2.824, 2.303, -2.218)
C (-1.489, 0.056, -2.649)
C (-1.462, -4.887, -1.997)
H (1.786, 8.076, 0.307)
H (4.620, -6.206, 3.297)
H (-1.594, 1.096, -2.925)
H (-4.625, -1.084, 3.629)
C (2.184, -6.629, 1.008)
C (-0.377, -2.018, 3.234)
H (-5.212, 1.305, 3.087)
C (-1.305, 3.835, -3.799)
C (3.700, 3.112, -2.942)
C (3.868, 4.843, 0.023)
H (4.461, 3.936, -0.045)
F (-2.967, -3.221, 5.464)
H (-2.880, -0.712, -4.077)
C (1.762, -5.289, 0.839)
C (-1.992, -2.283, -2.882)
H (-2.989, -0.801, 3.100)
H (-0.074, 0.469, -1.044)
Cl (3.691, -8.611, 2.080)
F (0.700, -1.211, 3.364)
C (4.458, 6.007, 0.497)
H (3.943, -3.844, 3.016)
C (-3.362, -0.611, 0.420)
H (0.283, 1.620, 0.613)
O (2.108, -3.006, 1.479)
C (1.789, 6.002, -0.245)
C (3.826, -5.936, 2.611)
H (-3.418, 4.147, -3.556)
C (2.189, 1.344, 1.544)
F (-0.733, -1.666, 5.564)
C (-2.421, 3.867, -1.673)
F (-3.742, -4.302, 3.077)
H (3.789, 4.165, -2.702)
H (-3.327, 3.957, -1.086)
C (1.172, 2.217, 0.806)
N (-3.128, 1.702, 1.210)
C (2.375, 7.170, 0.228)

Atoms 1-2, force components in eV/Å:
H 0.01 0.00 -0.01
H 0.00 0.00 0.00

Results of the Löwdin charge analysis, in e, for atoms 1 through 4: 0.109, 0.098, -0.265, -0.172